w) Computed, not measured: C3H4FNO2 in the gas phase, with ωB97M-V with the def2-TZVPD basis set.

Cartesian coordinates (Å):
C (-1.554, 0.090, -0.171)
C (0.860, -0.540, -0.030)
C (1.001, 0.923, 0.278)
N (-0.492, -0.827, -0.258)
O (-2.681, -0.229, -0.409)
O (-1.188, 1.221, 0.346)
F (1.225, 1.834, -0.563)
H (1.627, -0.753, -0.845)
H (1.157, -1.183, 0.867)
H (0.814, 1.265, 1.367)
H (-0.768, -1.801, -0.583)

Properties
- LUMO level (eV) = -1.43
- orbital gap (eV) = 8.0933

Atom charges from the Löwdin analysis, given in e for atoms 1 to 5: -0.7261, -0.1886, -0.0360, 0.0272, 0.0707

***

x) Computed, not measured: C3H4FNO2 in the gas phase, with ωB97M-V with the def2-TZVPD basis set.

Cartesian coordinates (Å):
C (-1.463, 1.182, 0.232)
C (-0.623, 0.159, -0.320)
C (1.128, -0.289, 0.220)
F (1.766, 0.479, 1.098)
N (1.617, -1.411, -0.372)
O (0.952, -2.072, -1.146)
O (2.743, -1.667, 0.029)
H (-1.123, 1.445, 1.195)
H (-1.500, 2.027, -0.402)
H (-2.634, 0.823, 0.433)
H (-0.862, -0.677, -0.969)

Properties
- LUMO level (alpha / beta) (eV) = -1.64 / -0.85
- structure (SMILES) = C/C=C(\F)[N+](=O)[O-]
- orbital gap (alpha / beta) (eV) = 7.7258 / 8.8682

Atom charges from the Löwdin analysis, given in e for atoms 1 to 5: -0.1517, 0.0651, -0.0740, 0.1137, -0.4307

***

Stability verdict: w), ahead by 120.3 kcal/mol

***

w) Computed, not measured: C15H18N4O3 in the gas phase, with ωB97M-V with the def2-TZVPD basis set.

Cartesian coordinates (Å):
N (-1.545, 3.547, 0.720)
C (-1.138, 2.132, 0.790)
C (-2.165, 1.382, 1.636)
C (-1.658, 0.065, 1.996)
C (-2.155, -1.036, 1.322)
C (-1.486, -2.282, 1.427)
C (-0.566, -2.510, 2.398)
C (-0.141, -1.386, 3.208)
C (-0.747, -0.121, 3.058)
C (-0.950, 1.530, -0.618)
O (-1.501, 1.916, -1.663)
N (-0.138, 0.411, -0.751)
C (0.085, -0.189, -2.081)
C (1.187, -1.195, -1.895)
C (2.516, -0.509, -1.542)
C (3.467, -0.830, -0.599)
N (4.347, 0.234, -0.704)
C (3.958, 1.005, -1.715)
N (2.874, 0.573, -2.305)
C (-1.127, -0.838, -2.715)
O (-1.212, -1.009, -3.930)
O (-1.959, -1.289, -1.740)
H (-0.953, 4.095, 0.113)
H (-2.414, 3.503, 0.162)
H (-0.156, 2.023, 1.242)
H (-2.380, 2.112, 2.438)
H (-3.084, 1.314, 1.028)
H (-2.900, -0.876, 0.534)
H (-1.828, -3.020, 0.720)
H (-0.121, -3.517, 2.562)
H (0.561, -1.630, 4.033)
H (-0.445, 0.703, 3.665)
H (0.542, 0.056, -0.033)
H (0.512, 0.501, -2.808)
H (1.282, -1.749, -2.839)
H (0.881, -1.969, -1.146)
H (3.576, -1.571, 0.207)
H (5.001, 0.506, 0.046)
H (4.581, 1.788, -2.019)
H (-2.602, -1.872, -2.202)

Properties
- LUMO level (eV) = 0.47
- structure (SMILES) = N[C@@H](Cc1ccccc1)C(=O)N[C@@H](Cc1c[nH]cn1)C(=O)O
- orbital gap (eV) = 9.5667

Atom charges from the Löwdin analysis, given in e for atoms 1 to 5: 0.0487, -0.3166, -0.1283, -0.2715, -0.0378

***

x) Computed, not measured: C15H18N4O3 in the gas phase, with ωB97M-V with the def2-TZVPD basis set.

Cartesian coordinates (Å):
N (1.274, -1.134, -2.266)
C (2.422, -1.172, -1.413)
C (3.144, 0.214, -1.423)
C (2.472, 1.347, -0.628)
C (2.800, 1.817, 0.592)
N (1.897, 2.818, 0.858)
C (1.000, 2.755, -0.127)
N (1.305, 1.933, -1.085)
C (2.303, -1.719, 0.029)
O (3.314, -2.091, 0.602)
N (1.037, -1.876, 0.566)
C (-0.064, -0.999, 0.533)
C (-1.399, -1.791, 0.251)
C (-2.575, -0.893, -0.151)
C (-3.573, -0.520, 0.756)
C (-4.609, 0.349, 0.418)
C (-4.683, 0.854, -0.877)
C (-3.709, 0.500, -1.800)
C (-2.642, -0.379, -1.438)
C (-0.165, -0.203, 1.809)
O (0.273, -0.569, 2.852)
O (-0.861, 0.981, 1.749)
H (0.836, -0.207, -2.254)
H (0.617, -1.851, -2.037)
H (3.197, -1.812, -1.835)
H (3.223, 0.495, -2.474)
H (4.137, 0.060, -0.973)
H (3.639, 1.636, 1.238)
H (1.966, 3.480, 1.595)
H (0.195, 3.467, -0.181)
H (1.116, -2.364, 1.465)
H (0.031, -0.316, -0.314)
H (-1.155, -2.524, -0.526)
H (-1.595, -2.322, 1.204)
H (-3.450, -0.897, 1.767)
H (-5.378, 0.572, 1.151)
H (-5.471, 1.559, -1.098)
H (-3.676, 1.027, -2.743)
H (-1.808, -0.573, -2.109)
H (-1.144, 0.863, 0.793)

Properties
- LUMO level (eV) = 0.66
- structure (SMILES) = N[C@@H](Cc1c[nH]cn1)C(=O)N[C@@H](Cc1ccccc1)C(=O)O
- orbital gap (eV) = 9.7783

Atom charges from the Löwdin analysis, given in e for atoms 1 to 5: 0.0624, -0.3149, -0.0721, -0.2915, -0.0500

***

Stability verdict: x), ahead by 6.3 kcal/mol